The following is a DFT calculation (ωB97M-V/def2-TZVPD) of an isolated molecule of C4H6N2O.

CARTESIAN COORDINATES (ANGSTROEM)
N1 2.009 0.822 -0.663
C1 -2.172 -0.107 -0.081
C2 0.124 0.124 0.340
C3 0.675 1.097 -0.446
O1 -1.100 -0.126 0.851
H1 -2.927 -0.800 0.295
C4 2.252 -0.287 -0.017
H2 -1.831 -0.434 -1.069
H3 1.030 -1.601 1.157
N2 1.137 -0.761 0.611
H4 3.204 -0.797 0.039
H5 0.205 1.977 -0.862
H6 -2.607 0.894 -0.157

SMILES	COc1cnc[nH]1
relative energy (zero: lowest compared OMol25 entry of this formula, charge and spin)	1.249	eV
gap between HOMO and LUMO	0.341	Eh